Computed, not measured: a structure of composition C46H53Cl3CsN4O2PS7Te in a non-equilibrium geometry, with ωB97M-V/def2-TZVPD.

Properties
E_LUMO   3.19 eV
ΔE to the lowest compared entry with this formula, charge and spin   23.5 kcal per mole
HOMO-LUMO gap   4.723 eV
Charge   -2
Highest occupied orbital energy   -1.533 eV

```
118
C46H53Cl3CsN4O2PS7Te (ωB97M-V/def2-TZVPD)
Cs -1.05444 -0.67957 0.67240
C 2.02378 -2.82475 3.85747
C 3.42677 -2.74063 3.24982
S 3.62017 -1.28746 2.17966
C 4.40106 -1.98632 0.70106
C 4.09915 -1.14922 -0.54561
S 2.35663 -1.02409 -1.02499
C 2.19258 -2.32433 -2.26829
C 2.16200 -3.75599 -1.73926
S 0.77235 -4.04341 -0.60303
C 1.67572 -4.75460 0.80306
C 0.86555 -4.65654 2.09144
S 0.63336 -2.97855 2.72311
H 1.79097 -1.91100 4.41129
H 1.99705 -3.66236 4.56124
H 3.65959 -3.63190 2.66619
H 4.16063 -2.66326 4.05545
H 4.03283 -3.00076 0.56713
H 5.48338 -2.02694 0.85334
H 4.64960 -1.56084 -1.39559
H 4.43515 -0.12138 -0.39095
H 2.99351 -2.21263 -3.00403
H 1.24588 -2.08749 -2.76260
H 3.08652 -4.01042 -1.21841
H 2.05200 -4.43725 -2.58587
H 2.60497 -4.20249 0.91131
H 1.90770 -5.79917 0.57403
H 1.32732 -5.26230 2.87602
H -0.14258 -5.02951 1.91491
Cl -6.93924 -5.92076 1.22468
C -5.47065 -4.95632 1.33380
C -4.23436 -5.58984 1.50308
C -3.10046 -4.83760 1.61110
C -3.09396 -3.39693 1.57459
O -2.02015 -2.75106 1.64824
C -4.39106 -2.77888 1.41144
C -4.64366 -1.34675 1.40001
N -3.87483 -0.39429 1.78578
C -4.42627 0.89304 1.89052
C -5.72492 1.10920 2.28834
C -6.27799 2.40676 2.36543
C -5.52003 3.50211 2.08272
C -4.15158 3.33434 1.75265
C -3.29190 4.43725 1.52333
C -1.97775 4.22619 1.24185
C -1.51293 2.89152 1.16316
N -2.28468 1.85605 1.33886
C -3.59245 2.04444 1.65552
C -5.52915 -3.59227 1.27136
H -4.18603 -6.67178 1.53752
H -2.14522 -5.32661 1.74341
H -5.65107 -1.09729 1.03296
H -6.33375 0.25990 2.56822
H -7.31529 2.52120 2.65637
H -5.93309 4.50269 2.13487
H -3.69907 5.44161 1.57815
H -1.29027 5.04634 1.07396
H -0.47010 2.68920 0.92759
H -6.49433 -3.11350 1.13923
C 2.09868 5.60450 -0.56707
N 1.99912 4.32647 -1.25184
C 1.11625 4.34056 -2.40386
C 1.92871 3.16410 -0.47890
O 1.04994 2.33630 -0.65616
N 2.90886 3.01880 0.46068
C 2.74649 2.03716 1.51680
C 4.19906 3.65801 0.39457
H 1.12580 6.11078 -0.57016
H 2.82185 6.26321 -1.05730
H 2.39401 5.46517 0.46978
H 1.50951 5.03933 -3.14553
H 0.09818 4.64767 -2.13369
H 1.06373 3.34771 -2.84047
H 1.78196 1.54823 1.42375
H 2.80347 2.51593 2.49695
H 3.52975 1.28199 1.44995
H 4.30978 4.19332 -0.54514
H 4.98133 2.89466 0.45723
H 4.35162 4.35529 1.22643
Cl -0.11745 2.72849 4.14578
C 0.34193 4.50866 4.28221
Cl 1.89941 5.00867 3.54592
H 0.38492 4.71515 5.34431
H -0.45355 5.05237 3.78589
S -2.85546 -1.55706 -6.32207
P -1.30362 -0.84872 -5.31611
S -1.18294 -0.94505 -3.33985
C 0.24774 -1.65167 -5.91433
C 0.22073 -2.96930 -6.35436
C 1.40298 -3.64597 -6.62736
C 2.62550 -3.01009 -6.46369
C 2.65987 -1.69062 -6.02809
C 1.47903 -1.01930 -5.75031
C -1.00864 0.88835 -5.85122
C -1.00391 1.93389 -4.93893
C -0.78978 3.24013 -5.37036
C -0.57934 3.50514 -6.71383
C -0.59796 2.46154 -7.63434
C -0.82003 1.16428 -7.20524
H -0.74268 -3.44905 -6.48167
H 1.36870 -4.67493 -6.96573
H 3.54821 -3.53677 -6.67772
H 3.61025 -1.18663 -5.89518
H 1.50786 0.00273 -5.39004
H -1.15478 1.70828 -3.88928
H -0.78816 4.05018 -4.65088
H -0.40338 4.52129 -7.04740
H -0.44865 2.66580 -8.68815
H -0.86087 0.34741 -7.91650
Te -1.09065 -0.01187 4.28979
C -0.44158 -0.16021 6.28449
C -0.90634 -1.01348 7.25424
C -0.23337 -0.88848 8.50658
C 0.74039 0.06424 8.48510
S 0.82840 0.80288 6.93956
H -1.71358 -1.70736 7.06942
H -0.46881 -1.48279 9.38028
H 1.39866 0.36790 9.28401
```

Atom charges from the Mulliken analysis, given in e for atoms 1 to 4:
1 Cs 1.201
2 C -0.984
3 C -0.746
4 S -0.051